# C26H46B3F4N5O4

A cluster of 6 separate species, C26H46B3F4N5O4 in total in a non-equilibrium geometry (the ωB97M-V functional and the def2-TZVPD basis, the Open Molecules 2025 dataset).

```
88
Properties=species:S:1:pos:R:3:forces:R:3:lowdin_charge:R:1
C -0.080050 -2.533392 -4.657950 -0.23 -0.21 0.74 -0.076
C 0.171120 -2.274804 -3.027942 -0.50 -0.08 -1.15 -0.155
F 1.444157 -2.996261 -2.662609 -2.23 1.43 -0.39 -0.131
B -1.125588 -2.974003 -2.225458 -0.23 -0.14 -0.64 -0.303
O -1.637121 -4.232482 -2.856201 0.29 0.84 4.85 0.132
B -2.179177 -5.025565 -1.722489 -2.11 3.13 -1.17 -0.161
O -3.275531 -4.353879 -0.938535 4.76 0.83 0.13 0.111
B -2.525550 -3.257235 -0.230116 -1.06 -0.29 -1.04 -0.355
C -2.689971 -3.240851 1.417136 0.59 -0.60 0.47 -0.035
C -1.465100 -2.499583 2.215796 -0.77 0.53 0.29 -0.196
O -0.212541 -3.308525 2.185572 -0.10 1.91 1.63 -0.183
C 0.764045 -2.543874 2.977720 0.72 0.25 -0.45 -0.088
C 1.606110 -3.459336 4.066930 0.18 0.01 1.66 -0.170
F 3.056065 -3.615375 3.697518 -4.90 0.12 1.34 -0.006
F 1.598977 -2.671846 5.352431 0.31 -2.69 -3.68 -0.027
F 0.971307 -4.772188 4.368616 2.58 4.32 -1.03 0.016
O -1.700215 -2.329783 -1.028187 -0.26 -3.98 -0.57 0.178
H 0.460207 -1.745548 -5.336486 -1.14 -1.55 1.46 0.073
H -1.256739 -2.541587 -4.850493 2.63 0.25 0.30 0.101
H 0.295700 -3.618615 -4.887598 -0.66 2.12 0.45 0.094
H 0.244131 -1.132358 -2.753234 0.32 -2.34 -0.63 0.133
H -1.793477 -6.080115 -1.373919 0.02 0.00 -0.34 0.071
H -3.766927 -2.855079 1.757925 2.50 -0.58 -0.72 0.141
H -2.667530 -4.386051 1.752790 -0.07 2.41 -0.69 0.140
H -1.776322 -2.402796 3.352688 0.59 0.02 -2.28 0.140
H -1.161680 -1.441277 1.758588 -1.09 -2.15 0.92 0.148
H 0.267986 -1.631632 3.564289 1.08 -2.30 -1.02 0.153
H 1.550740 -2.086420 2.241464 -1.28 -0.98 1.47 0.134
C 2.499543 0.309013 0.508150 0.12 -0.09 -0.10 -0.106
C 2.474246 1.832826 0.572924 0.17 -0.27 -0.18 -0.267
C 1.148941 2.383857 1.102868 -0.63 -0.37 -1.03 -0.229
C 0.012679 1.956553 0.188151 -6.49 -2.25 -4.94 -0.151
N -0.929956 1.602034 -0.570645 7.45 2.78 5.97 0.113
H 1.743824 -0.078844 -0.182218 0.03 0.06 0.10 0.068
H 3.473822 -0.039995 0.151670 -0.14 0.00 0.09 0.079
H 2.320977 -0.128725 1.496945 0.04 0.07 -0.10 0.055
H 2.669649 2.233591 -0.429278 -0.05 0.03 0.19 0.113
H 3.288839 2.174628 1.220850 -0.17 0.10 -0.02 0.098
H 1.186165 3.477600 1.142994 -0.26 -0.29 0.00 0.085
H 0.955528 2.013421 2.115407 -0.13 0.11 -0.25 0.090
C 1.165641 -9.999372 -0.490097 0.07 -0.12 -0.02 -0.116
C 1.140345 -8.475560 -0.425323 0.29 -0.24 -0.20 -0.271
C -0.184961 -7.924528 0.104622 -0.65 -0.36 -0.85 -0.189
C -1.321223 -8.351832 -0.810095 -6.53 -2.42 -4.87 -0.182
N -2.263857 -8.706351 -1.568892 7.55 2.75 6.02 0.123
H 0.409922 -10.387229 -1.180465 0.03 0.08 0.12 0.070
H 2.139920 -10.348380 -0.846576 -0.13 0.04 0.10 0.073
H 0.987076 -10.437111 0.498698 0.02 0.02 -0.14 0.077
H 1.335747 -8.074794 -1.427525 -0.07 0.06 0.21 0.115
H 1.954937 -8.133757 0.222603 -0.19 0.09 -0.04 0.111
H -0.147736 -6.830785 0.144747 -0.21 -0.14 -0.05 0.104
H -0.378373 -8.294964 1.117161 -0.13 0.01 -0.20 0.119
C -1.132519 4.411816 -3.276407 -0.01 -0.07 0.19 -0.137
C -0.014512 4.496616 -4.310675 -0.07 0.18 0.41 -0.274
C -0.273485 3.622924 -5.539702 0.10 -0.99 0.50 -0.194
C -0.384469 2.166227 -5.120054 -0.68 -8.26 2.05 -0.145
N -0.476591 0.957784 -4.771927 0.77 9.62 -2.72 0.123
H -1.237664 3.398128 -2.876987 0.02 0.05 -0.11 0.048
H -0.918633 5.072906 -2.430644 -0.09 -0.06 -0.21 0.045
H -2.092589 4.713011 -3.710875 0.12 0.01 0.08 0.074
H 0.929864 4.201801 -3.836922 -0.09 0.02 -0.19 0.110
H 0.096685 5.538890 -4.629259 0.03 -0.16 -0.09 0.108
H 0.548185 3.729083 -6.255843 -0.15 -0.24 0.05 0.110
H -1.200182 3.925987 -6.038951 0.08 -0.21 0.09 0.115
C -4.309599 5.364437 -0.285708 0.00 -0.12 0.04 -0.110
C -4.529932 6.841068 0.027107 0.05 -0.34 0.26 -0.278
C -4.399553 7.736476 -1.206651 1.08 -0.13 -0.17 -0.194
C -3.001850 7.606948 -1.789775 7.76 -0.50 -3.50 -0.147
N -1.842362 7.499462 -2.273563 -9.24 0.90 3.90 0.115
H -3.297202 5.176587 -0.657083 -0.13 0.04 -0.01 0.064
H -4.440520 4.760959 0.618050 -0.01 0.06 -0.16 0.075
H -5.024300 5.011897 -1.038126 0.11 0.01 0.09 0.079
H -3.807649 7.153201 0.791360 -0.14 0.07 -0.15 0.113
H -5.529305 6.967933 0.457640 0.11 0.14 -0.11 0.108
H -4.579439 8.781474 -0.932992 0.18 -0.10 -0.20 0.112
H -5.135258 7.453268 -1.967176 0.24 0.02 -0.01 0.116
C 4.700369 2.801873 4.585019 0.10 -0.11 0.00 -0.111
C 4.675071 4.325686 4.649792 0.27 -0.26 -0.20 -0.274
C 3.349766 4.876717 5.179737 -0.63 -0.29 -0.84 -0.189
C 2.213504 4.449413 4.265020 -6.54 -2.22 -4.90 -0.121
N 1.270870 4.094893 3.506224 7.56 2.94 6.23 0.128
H 3.944649 2.414016 3.894651 0.02 0.07 0.12 0.057
H 5.674646 2.452866 4.228539 -0.14 0.03 0.10 0.076
H 4.521802 2.364134 5.573813 0.02 0.02 -0.15 0.081
H 4.870474 4.726451 3.647591 -0.07 0.06 0.20 0.112
H 5.489664 4.667488 5.297718 -0.19 0.08 -0.05 0.110
H 3.386990 5.970460 5.219862 -0.23 -0.17 -0.06 0.115
H 3.156354 4.506280 6.192276 -0.14 0.00 -0.21 0.118
```
Forces are in eV/Å.

Computed properties:
Kohn-Sham gap in eV: 10.693
F_max in eV Å⁻¹: 10.23
Charge: 0
LUMO in eV: 0.37
Energy in Ha: -2066.962990
Multiplicity: 1



# CH8NO

A cluster of 2 separate species, CH8NO in total in a non-equilibrium geometry (the ωB97M-V functional and the def2-TZVPD basis, the Open Molecules 2025 dataset).

```
11
Properties=species:S:1:pos:R:3:forces:R:3:lowdin_charge:R:1
N -1.130770 -0.159175 -1.294846 -1.91 0.39 -0.37 0.293
H -1.643936 0.731766 -1.284825 0.41 0.03 0.39 0.156
H -1.886260 -0.851419 -1.160510 0.54 -0.01 -0.16 0.162
H -0.429971 -0.277148 -0.505242 0.46 -0.35 -0.43 0.080
H -0.792587 -0.226067 -2.259116 0.51 -0.39 0.37 0.159
C 1.057233 0.447418 1.143968 -1.17 1.91 -0.53 -0.117
O 0.818032 -0.753755 0.412743 -0.13 0.27 0.26 -0.127
H 0.155479 0.821785 1.652245 0.21 -0.93 0.88 0.093
H 1.098413 1.308693 0.466366 0.94 -0.50 -0.55 0.090
H 1.940469 0.406636 1.750452 0.24 -0.05 0.34 0.094
H 0.813898 -1.448733 1.078766 -0.09 -0.38 -0.21 0.117
```
Forces are in eV/Å.

Computed properties:
Kohn-Sham gap in eV: 11.665
F_max in eV Å⁻¹: 2.30
Charge: +1
LUMO in eV: -3.96
Relative energy (zero: lowest compared OMol25 entry of this formula, charge and spin) in kcal per mole: 18.4
Energy in Ha: -172.620621
Multiplicity: 1



Calculated HOMO (eV), listed in the same order as above: -10.32 -15.63